Computed, not measured: 2 unconnected molecules or ions with the total composition C6H20OSi3 in a non-equilibrium geometry, with ωB97M-V with the def2-TZVPD basis set.

```
30
Properties=species:S:1:pos:R:3
C -2.4029 0.9532 0.8885
C -2.5557 -1.9243 -0.5521
C 1.9843 -1.2909 1.5786
C 1.1062 -3.0275 -0.8571
C 0.4778 3.7901 0.4807
C 1.4264 1.9907 -1.7982
O -0.1199 -0.5063 -0.1809
Si -1.5510 -0.6778 0.4905
Si 1.3362 -1.2405 -0.1496
Si 1.2672 1.9890 0.1119
H -2.6148 0.8002 1.9070
H -1.7064 1.8778 0.6802
H -3.4316 1.2372 0.5522
H -3.5917 -2.1717 -0.0921
H -2.6633 -1.4834 -1.5091
H -2.1093 -2.8969 -0.7395
H 1.2544 -1.7427 2.2455
H 2.9949 -1.7016 1.8012
H 1.9315 -0.2430 1.9269
H 0.5653 -2.8514 -1.8531
H 2.0704 -3.5937 -1.0167
H 0.3759 -3.6383 -0.2701
H -0.5339 3.5111 0.9491
H 0.9962 4.2228 1.3674
H 0.2609 4.4284 -0.3282
H 2.2970 1.5775 -2.1678
H 0.6130 1.1647 -2.0147
H 1.3871 2.9863 -2.3431
H -1.1546 -1.1649 1.8489
H 2.0904 -0.3743 -0.9565
```

Output
Spin multiplicity: 1
Highest occupied orbital energy: -7.67 eV
LUMO level: 0.19 eV
Electronic energy: -32226.9830 eV
HOMO-LUMO gap: 7.865 eV

Mulliken population analysis, charges in e, atoms 1 to 8: number 1, C, carries -0.78; number 2, C, carries -1.05; number 3, C, carries -0.95; number 4, C, carries -0.99; number 5, C, carries -1.16; number 6, C, carries -0.98; number 7, O, carries 0.21; number 8, Si, carries 0.25